[1]
This record from the Open Molecules 2025 dataset describes a molecular structure, C17H19Co2O7Si in a non-equilibrium geometry. The level of theory is ωB97M-V with the def2-TZVPD basis set.

The orbital gap comes out at 6.532 eV. The charge is -1. The value obtained for the HOMO energy is -4.043 eV. The energy above the lowest of the compared OMol25 structures with the same formula, charge and spin comes out at 0.0 kJ/mol.

```
46
C17H19Co2O7Si | the Open Molecules 2025 dataset | ωB97M-V with the def2-TZVPD basis set
C 2.0337 -4.4160 1.4110
Si 0.8848 -2.9621 1.3321
C -0.4984 -3.3514 0.1472
C 0.1530 -2.4173 2.9474
O 1.8883 -1.6474 0.9183
C 2.1532 -1.1498 -0.2783
C 1.6665 -1.5570 -1.4970
C 2.7421 -1.3162 -2.4901
C 3.4511 -0.0637 -1.9273
C 3.1467 -0.0304 -0.4150
H 1.4624 -5.3291 1.6249
H 2.5585 -4.5527 0.4562
H 2.7844 -4.2686 2.1973
H -1.2423 -3.9218 0.7279
H -1.0005 -2.4692 -0.2717
H -0.1493 -3.9949 -0.6721
H -0.6692 -3.0918 3.2288
H 0.9154 -2.4393 3.7370
H -0.2396 -1.3920 2.8845
H 0.7851 -2.1742 -1.6695
H 3.4809 -2.1416 -2.4609
H 2.3655 -1.2232 -3.5127
H 4.5243 -0.0639 -2.1296
H 3.0105 0.8206 -2.3973
H 2.6573 0.9150 -0.1216
H 4.0301 -0.1565 0.2205
O -0.9667 5.0938 3.1024
C -1.4411 4.6082 2.1657
Co -2.2524 3.9850 0.7528
C -3.8842 3.6968 1.3992
O -4.9430 3.6440 1.8609
C -2.4163 5.4922 -0.1274
O -2.5938 6.5173 -0.6327
C -0.9165 2.9148 -0.1821
C -0.8227 1.5474 -0.3302
C -0.0341 0.4673 -0.1889
Co -2.3932 2.1574 -0.9416
C -3.4693 1.2595 0.1535
O -4.2380 0.6895 0.8025
C -2.4265 1.0398 -2.3261
O -2.5038 0.3235 -3.2298
C -3.5921 3.3733 -1.5744
O -4.3835 4.0125 -2.1240
H -0.0542 3.5538 -0.4152
H -0.2419 -0.4113 -0.8255
H 0.6784 0.4296 0.6707
```



[2]
This record from the Open Molecules 2025 dataset describes a molecular structure, C16H32CuN9O4 in a non-equilibrium geometry. The level of theory is ωB97M-V with the def2-TZVPD basis set.

As for the expectation value of S²: 0.76. Its multiplicity is 2. The orbital gap (alpha / beta) comes out at 6.444 / 3.527 eV. The charge is +1. The value obtained for the HOMO energy (alpha / beta) is -9.931 / -9.899 eV.

```
62
C16H32CuN9O4 | the Open Molecules 2025 dataset | ωB97M-V with the def2-TZVPD basis set
Cu -0.3870 3.4425 -0.9388
C 0.3116 0.4401 0.3766
O 0.6684 1.6365 -0.2119
H 0.3424 -0.4659 -0.2580
H 0.7862 0.2120 1.3397
H -0.7623 0.4047 0.6345
C -5.1338 1.4716 0.9790
O -5.0555 0.8149 -0.0619
N -4.1279 1.5865 1.8898
N -6.2366 2.1880 1.2831
H -4.2132 2.3442 2.5383
H -3.3166 1.0097 1.7632
H -6.3065 2.9585 1.9230
H -7.1266 2.0048 0.8547
C 3.1992 1.6452 3.1757
O 4.2463 1.2052 3.6668
N 2.2250 2.2549 3.9130
N 3.2317 1.9840 1.8542
H 1.4166 2.4878 3.3643
H 2.3586 2.3861 4.8955
H 2.4294 2.2460 1.3023
H 4.0843 1.7423 1.3854
C 2.5838 4.9195 -0.2717
O 1.4718 4.4031 -0.2158
N 3.7428 4.2327 -0.4603
N 2.8003 6.2836 -0.2819
H 3.6689 3.2588 -0.6916
H 4.6094 4.7274 -0.3999
H 3.6860 6.6154 -0.6040
H 1.9678 6.8446 -0.3284
C 0.4205 -2.6600 2.3552
C 0.4728 -4.1861 2.5539
C 0.1558 -4.9479 1.2535
C 0.8796 -4.4733 0.0494
N 1.4241 -4.1455 -0.9076
H 0.8829 -2.1871 3.2193
H -0.6044 -2.3237 2.1842
H 0.9159 -2.3189 1.4435
H -0.3008 -4.4114 3.2886
H 1.4145 -4.4790 3.0132
H -0.8884 -4.9607 0.9376
H 0.4676 -5.9917 1.3372
N 1.5993 -0.3487 -2.5825
C 2.1942 0.5019 -3.4863
C 2.2337 -0.1714 -4.7068
C 1.7843 -1.4427 -4.5788
C 1.4626 -1.5721 -3.1693
H 1.5624 -0.1415 -1.5831
H 2.3567 1.5452 -3.2699
H 2.5231 0.2267 -5.6685
H 1.7876 -2.2187 -5.3246
H 1.1773 -2.4369 -2.5820
N -3.7275 -1.4258 -1.4962
C -4.2334 -2.6932 -1.5905
C -3.2323 -3.6033 -1.8408
C -2.0342 -2.8559 -1.7468
C -2.3658 -1.5319 -1.5963
H -4.1880 -0.5733 -1.2132
H -5.2957 -2.8446 -1.4783
H -3.3599 -4.6665 -1.9504
H -1.0121 -3.1955 -1.8296
H -1.6368 -0.7508 -1.4487
```



[3]
This record from the Open Molecules 2025 dataset describes 2 unconnected molecules or ions with the total composition H3O2PS in a non-equilibrium geometry. The level of theory is ωB97M-V with the def2-TZVPD basis set.

The orbital gap (alpha / beta) comes out at 5.804 / 9.497 eV. The value obtained for the HOMO energy (alpha / beta) is -7.668 / -9.859 eV. The energy above the lowest of the compared OMol25 structures with the same formula, charge and spin comes out at 460.7 kJ/mol.

```
7
H3O2PS | the Open Molecules 2025 dataset | ωB97M-V with the def2-TZVPD basis set
O 1.9159 0.7642 0.5034
O -0.7401 0.6069 -0.6151
P 1.7885 -0.6065 -0.4508
S -1.9244 0.1362 0.2182
H 1.0520 0.9963 0.8375
H 0.8280 -1.3680 0.1620
H -2.9198 -0.5290 -0.6551
```



[4]
This record from the Open Molecules 2025 dataset describes a molecular structure, C5H6N6O4 in a non-equilibrium geometry. The level of theory is ωB97M-V with the def2-TZVPD basis set.

The orbital gap comes out at 7.185 eV. The value obtained for the HOMO energy is -7.954 eV.

```
21
C5H6N6O4 | the Open Molecules 2025 dataset | ωB97M-V with the def2-TZVPD basis set
C -0.9014 2.2331 0.5493
C -2.0413 0.6983 1.2685
C 1.1452 -1.5370 -0.7878
C 0.7649 0.6993 -0.5220
C 2.2785 -1.6570 -1.6798
N -2.0391 2.0437 1.1439
N -1.0618 0.0463 0.6631
N 0.3288 -2.0572 -0.0817
N 1.7187 1.3082 -1.0173
N -0.3344 1.0351 0.1765
N -3.0728 -0.1098 1.8619
O -2.9491 -1.3431 1.8145
O -4.0655 0.4833 2.2690
O -0.4093 -2.9824 0.4186
O 1.8209 2.7376 -0.9440
H -0.6647 3.2827 0.4129
H 2.7433 -0.7525 -2.1046
H 3.1872 -2.2165 -1.1929
H 1.8685 -2.2316 -2.4614
H -1.0566 -2.7291 1.1086
H 2.7399 3.0486 -0.8950
```



[5]
This record from the Open Molecules 2025 dataset describes a single C20H20N4O6S molecule in a non-equilibrium geometry. The level of theory is ωB97M-V with the def2-TZVPD basis set.

As for the SMILES: COc1ccc(C(=O)Nc2ccc(S(=O)(=O)Nc3nccnc3OC)cc2)cc1OC. The orbital gap comes out at 8.791 eV. The value obtained for the HOMO energy is -8.439 eV. The energy above the lowest of the compared OMol25 structures with the same formula, charge and spin comes out at 146.0 kJ/mol.

```
51
C20H20N4O6S | the Open Molecules 2025 dataset | ωB97M-V with the def2-TZVPD basis set
C 4.3544 2.1945 -0.1121
O 3.3394 1.3553 0.3839
C 3.0150 0.2436 -0.3232
C 3.5941 -0.1407 -1.5218
C 3.1771 -1.2926 -2.1724
C 2.1571 -2.0615 -1.6414
C 1.7173 -3.2980 -2.3375
O 2.4786 -4.1027 -2.8278
N 0.3607 -3.5314 -2.3445
C -0.6581 -2.6237 -2.0630
C -0.5599 -1.2936 -2.4810
C -1.5415 -0.3867 -2.1384
C -2.6187 -0.8104 -1.3843
S -3.8068 0.3805 -0.8111
O -3.7539 1.5780 -1.5880
O -5.0763 -0.2440 -0.5904
N -3.2268 0.6856 0.7625
C -2.0839 1.4159 0.9574
N -1.1858 1.4467 -0.0036
C -0.0651 2.1414 0.2117
C 0.1598 2.8009 1.3958
N -0.7393 2.7725 2.3857
C -1.8449 2.0966 2.1846
O -2.7891 2.0241 3.1415
C -2.5074 2.7385 4.3332
C -2.7665 -2.1321 -1.0136
C -1.7905 -3.0468 -1.3647
C 1.5864 -1.7012 -0.4171
C 2.0010 -0.5648 0.2464
O 1.5097 -0.1366 1.4401
C 0.4706 -0.8719 2.0348
H 5.3112 1.6685 -0.1886
H 4.4460 3.0023 0.6119
H 4.0906 2.6129 -1.0890
H 4.3785 0.4520 -1.9639
H 3.6358 -1.5878 -3.1030
H 0.0914 -4.4741 -2.5969
H 0.2904 -0.9833 -3.0667
H -1.4918 0.6469 -2.4341
H -3.9277 0.7611 1.4834
H 0.6446 2.1436 -0.6010
H 1.0600 3.3605 1.5945
H -3.3612 2.5767 4.9871
H -1.5921 2.3648 4.7966
H -2.3828 3.8021 4.1212
H -3.6417 -2.4242 -0.4558
H -1.8853 -4.0841 -1.0793
H 0.8287 -2.3330 0.0164
H 0.7933 -1.8853 2.2964
H 0.2154 -0.3309 2.9448
H -0.4102 -0.9240 1.3844
```



[6]
This record from the Open Molecules 2025 dataset describes a molecular structure, C5H5NO in a non-equilibrium geometry. The level of theory is ωB97M-V with the def2-TZVPD basis set.

The orbital gap comes out at 10.634 eV. The value obtained for the HOMO energy is -10.171 eV. The energy above the lowest of the compared OMol25 structures with the same formula, charge and spin comes out at 337.2 kJ/mol.

```
12
C5H5NO | the Open Molecules 2025 dataset | ωB97M-V with the def2-TZVPD basis set
O 1.9878 1.6727 1.0141
C 0.9410 1.1056 0.8509
C 0.8089 -0.1435 0.0427
C -0.3175 -1.0850 0.3839
C -0.3764 -0.2720 -0.8706
C -2.2561 0.4923 -1.0346
N -1.1815 1.0318 -1.0133
H -0.0056 1.4754 1.3078
H 1.7420 -0.5350 -0.3447
H -0.9716 -0.8115 1.2088
H -0.1445 -2.1517 0.2747
H -0.2265 -0.7791 -1.8196
```



[7]
This record from the Open Molecules 2025 dataset describes 9 unconnected molecules or ions with the total composition C15H35F6N2O19PS3 in a non-equilibrium geometry. The level of theory is ωB97M-V with the def2-TZVPD basis set.

The orbital gap comes out at 6.626 eV. The value obtained for the HOMO energy is -7.897 eV. The energy above the lowest of the compared OMol25 structures with the same formula, charge and spin comes out at 117.7 kJ/mol.

```
81
C15H35F6N2O19PS3 | the Open Molecules 2025 dataset | ωB97M-V with the def2-TZVPD basis set
N -3.5385 1.2320 -2.0138
H -3.3795 0.7259 -2.8794
H -3.4734 0.6647 -1.1726
H -4.4818 1.6090 -2.0913
H -2.9071 2.0436 -1.9935
N -0.1881 1.2990 -3.6080
H 0.2226 0.7574 -2.8570
H -0.9829 0.7644 -3.9405
H 0.4179 1.4251 -4.4114
H -0.5060 2.1986 -3.2310
C -2.1801 4.1751 -2.5065
O -2.0666 3.5250 -3.7403
H -1.3636 3.9308 -1.8053
H -2.0590 5.2652 -2.5308
H -3.1143 3.9165 -1.9785
P -0.4480 0.6508 0.1370
F 0.9864 -0.0109 -0.2506
F 0.0992 1.3253 1.4806
F 0.0992 1.9242 -0.7475
F -1.8862 1.3622 0.3182
F -0.9641 -0.0891 -1.2540
F -0.9318 -0.6812 0.8609
C 5.1834 -2.5651 -5.1957
C 4.7160 -2.1841 -3.7722
C 5.1941 -0.8926 -3.1367
O 4.0668 -0.3322 -2.5251
C 2.9455 -0.9879 -2.9263
O 1.8196 -0.6787 -2.6415
O 3.2925 -2.0500 -3.7059
H 4.7299 -2.0004 -6.0102
H 4.9264 -3.6056 -5.3869
H 6.2606 -2.4057 -5.2476
H 4.9356 -2.9944 -3.0732
H 5.4875 -0.1729 -3.9089
H 6.0925 -0.9998 -2.5312
C -3.4156 1.9917 3.1053
C -2.7449 3.3471 3.0290
C -3.5758 4.5846 3.2990
O -2.6084 5.4353 3.8627
C -1.4671 4.7611 4.2321
O -0.5211 5.2306 4.7852
O -1.5793 3.4683 3.8645
H -3.8559 1.8689 4.0972
H -2.7545 1.1486 2.9112
H -4.2483 1.9097 2.4050
H -2.4519 3.5572 1.9963
H -4.4235 4.4332 3.9751
H -4.0503 4.9841 2.4027
C -0.6191 -2.9001 -1.3685
C 0.6437 -3.4436 -0.6473
O 1.0909 -4.4301 -1.5644
S -0.1873 -5.2934 -2.1807
O -0.6056 -6.2913 -1.2071
O 0.1274 -5.6211 -3.5524
O -1.2110 -3.9661 -2.0864
H -0.1943 -2.1910 -2.0796
H -1.3175 -2.3969 -0.7080
H 0.4371 -4.0688 0.2268
H 1.4604 -2.7618 -0.4279
C 3.5969 1.1281 0.8236
C 3.0929 0.4463 2.0903
O 4.2123 0.0463 2.8725
S 5.3990 1.1739 2.6392
O 6.7090 0.5952 2.7091
O 5.0693 2.3089 3.4613
O 5.0016 1.3975 1.0661
H 3.1630 2.1166 0.6832
H 3.4754 0.4917 -0.0480
H 2.5945 -0.4667 1.7675
H 2.4466 1.0189 2.7534
C -2.2734 -1.9280 3.8569
C -3.3098 -2.1024 2.7303
O -3.9634 -3.3584 3.0124
S -3.5740 -3.9509 4.5001
O -3.4053 -5.3577 4.4454
O -4.4240 -3.3777 5.4960
O -2.1142 -3.1957 4.4379
H -2.4917 -1.2187 4.6580
H -1.2347 -1.7491 3.5731
H -2.9199 -2.2697 1.7269
H -3.9827 -1.2485 2.6519
```



[8]
This record from the Open Molecules 2025 dataset describes 2 unconnected molecules or ions with the total composition C4H4ClN3 in a non-equilibrium geometry. The level of theory is ωB97M-V with the def2-TZVPD basis set.

The orbital gap comes out at 7.238 eV. The value obtained for the HOMO energy is -8.015 eV. The energy above the lowest of the compared OMol25 structures with the same formula, charge and spin comes out at 505.6 kJ/mol.

```
12
C4H4ClN3 | the Open Molecules 2025 dataset | ωB97M-V with the def2-TZVPD basis set
C 2.2034 0.4446 0.2438
C 1.2021 -0.4675 0.3810
C 0.3782 1.4311 -0.4617
C -2.0387 -0.5940 -0.0704
N 1.6629 1.6229 -0.2532
N -2.0132 -1.7491 -0.4984
N 0.0825 0.1864 -0.0244
Cl -2.8806 0.7581 0.1715
H 3.2217 0.3492 0.5805
H 1.2521 -1.3649 0.8065
H -0.5419 2.0037 -0.5515
H -2.5288 -2.6207 -0.3236
```



Number 1: calculated total energy -4240.8960 a.u.. Number 2: calculated total energy -3062.8312 a.u.. Number 3: calculated total energy -891.7077 a.u.. Number 4: calculated total energy -823.2339 a.u.. Number 5: calculated total energy -1842.7742 a.u.. Number 6: calculated total energy -323.3913 a.u.. Number 7: calculated total energy -4266.8000 a.u.. Number 8: calculated total energy -779.1178 a.u..